C81H213N15O24 | the ωB97M-V functional and the def2-TZVPD basis

E_LUMO = 0.352 eV
ΔE to the lowest compared entry with this formula, charge and spin = 187.9 kJ/mol
Net charge = 0

```
333
Properties=species:S:1:pos:R:3:forces:R:3:lowdin_charge:R:1
C -1.960 -7.568 -20.772 0.0435 0.8639 -0.7117 -0.02
C -1.506 -6.283 -21.517 1.8142 0.1185 0.6457 -0.53
C -0.461 -6.589 -22.575 0.5253 -1.8748 1.1312 -0.06
O -2.516 -5.662 -22.185 -3.6007 0.4933 -0.9513 -0.06
H -2.808 -7.458 -20.095 0.0044 0.4303 -0.0875 0.05
H -1.119 -7.954 -20.195 0.0144 -0.1530 -0.1617 0.08
H -2.275 -8.267 -21.546 0.1025 -0.3120 0.0882 0.07
H -1.094 -5.536 -20.838 0.2816 -0.2450 0.6591 0.13
H -0.225 -5.750 -23.229 -0.0030 -0.2765 0.0726 0.09
H -0.797 -7.505 -23.060 -0.4030 0.4306 -0.9790 0.08
H 0.401 -7.036 -22.080 0.6867 0.6849 0.0552 0.08
H -2.380 -4.731 -22.375 0.4120 -0.1478 0.1846 0.10
C -7.122 -8.763 -16.910 -0.9088 -0.9154 0.4227 -0.01
C -8.126 -9.863 -16.386 0.2192 0.3915 -1.9527 -0.44
C -8.981 -10.443 -17.510 -0.8823 0.4302 0.3193 -0.04
O -7.392 -10.964 -15.895 -0.2044 0.0921 -0.0989 -0.09
H -6.321 -9.329 -17.385 0.3625 0.1634 0.2185 0.07
H -6.789 -8.163 -16.063 0.3594 -0.0034 -0.1667 0.05
H -7.493 -8.095 -17.688 -0.4925 -0.0175 0.1680 0.06
H -8.782 -9.507 -15.591 -0.0281 0.4613 -0.0523 0.10
H -9.620 -9.719 -18.016 0.1957 0.4250 0.0274 0.07
H -9.715 -11.092 -17.032 0.0825 -0.5294 -0.1326 0.07
H -8.431 -10.981 -18.283 0.2315 -0.0030 0.2538 0.06
H -6.741 -10.540 -15.331 0.8600 -0.2610 1.0385 0.02
C -8.026 -8.242 -10.819 -0.3011 -0.5505 0.5355 -0.05
C -6.583 -8.752 -10.697 -2.4047 -0.3458 -1.0774 -0.45
C -6.503 -10.272 -10.925 0.2299 0.7850 0.2144 -0.06
O -5.817 -8.033 -11.671 0.5239 -0.1658 0.7218 -0.06
H -8.674 -8.943 -10.293 -0.0185 0.1824 0.6624 0.06
H -8.519 -8.303 -11.789 0.7808 0.1547 -0.5429 0.08
H -8.141 -7.231 -10.428 -0.0048 -0.0462 -0.0028 0.07
H -6.250 -8.573 -9.675 0.2818 0.2919 -0.0254 0.14
H -7.013 -10.804 -10.122 0.3676 0.0070 0.2487 0.08
H -5.424 -10.423 -10.939 0.0163 -0.9082 0.0461 0.08
H -6.974 -10.652 -11.831 0.1230 0.4022 -0.2801 0.06
H -4.992 -7.861 -11.211 0.3869 0.2520 -0.4085 0.09
C -9.782 -11.038 -13.477 1.2325 -0.6842 0.9724 -0.09
O -10.082 -10.624 -12.154 -1.1560 -0.2179 -0.7554 -0.19
C -11.471 -10.712 -11.885 -0.6334 0.8380 0.9614 -0.21
C -11.563 -10.213 -10.461 0.2287 0.2464 0.6516 -0.22
N -12.857 -9.846 -9.934 -0.9157 -0.3726 0.4569 -0.04
C -12.837 -9.519 -8.490 1.4007 1.1425 -1.0296 -0.16
C -11.836 -8.348 -8.153 -1.1064 -0.0549 0.7571 -0.21
O -12.084 -7.154 -8.894 0.4086 -0.0451 -0.4251 -0.20
C -11.007 -6.666 -9.733 -1.3933 -0.9067 0.1095 -0.06
H -10.034 -12.095 -13.558 -0.0772 -0.1938 -0.3844 0.08
H -8.695 -10.953 -13.475 0.0540 -0.0798 -0.6951 0.07
H -10.207 -10.470 -14.304 -0.3558 0.3139 0.2423 0.08
H -11.953 -11.690 -11.912 0.5465 -0.5661 -0.4575 0.12
H -12.050 -10.059 -12.537 0.0059 0.2210 -0.3163 0.11
H -10.909 -9.341 -10.448 0.4807 -0.1229 0.2953 0.08
H -11.168 -11.009 -9.830 0.3587 0.0937 0.2045 0.11
H -13.130 -9.014 -10.436 -0.2512 0.2119 0.0330 0.06
H -12.569 -10.373 -7.867 0.2094 -0.2515 -0.2188 0.11
H -13.799 -9.187 -8.100 -0.2754 -0.0537 -0.6124 0.11
H -10.784 -8.628 -8.096 0.1183 -0.0685 -0.5123 0.11
H -12.131 -8.113 -7.130 0.2755 0.1921 0.3621 0.11
H -10.112 -6.535 -9.125 0.1254 0.1776 -0.3523 0.09
H -11.361 -5.769 -10.241 0.1355 0.2818 0.6834 0.06
H -10.895 -7.348 -10.576 0.6225 -0.2914 0.1212 0.07
C -15.620 -2.565 -8.101 -0.1946 -0.1547 -1.5564 -0.08
O -15.073 -2.228 -9.395 0.4492 0.3043 0.4123 -0.22
C -13.669 -2.412 -9.595 -0.3663 0.2314 -0.5871 -0.21
C -13.416 -2.166 -11.081 -0.1229 0.8890 -0.9421 -0.21
N -12.030 -2.036 -11.510 0.9203 -0.6391 0.4790 -0.07
C -11.244 -3.252 -11.295 0.7161 0.2176 -0.2846 -0.20
C -9.925 -3.228 -12.144 -0.5942 -0.6151 1.4608 -0.20
O -9.037 -4.244 -11.653 0.6743 0.3975 -0.8475 -0.21
C -7.771 -4.207 -12.418 -1.6191 -0.1759 1.3319 -0.04
H -16.537 -1.980 -8.028 0.0315 -0.0228 0.0974 0.08
H -15.004 -2.355 -7.227 0.3576 -0.0603 -0.2313 0.09
H -15.892 -3.615 -8.209 0.0296 -0.1719 0.7985 0.07
H -13.356 -3.443 -9.428 -0.0160 -0.1145 0.6746 0.10
H -13.120 -1.697 -8.982 0.2671 -0.1092 0.1348 0.13
H -13.851 -1.224 -11.414 -0.4859 0.0341 0.3927 0.12
H -13.920 -2.948 -11.649 -0.2708 -0.4027 0.0026 0.11
H -11.963 -1.826 -12.496 -0.4773 0.2352 -0.1054 0.10
H -11.836 -4.149 -11.479 -0.0701 -0.2779 -0.3369 0.07
H -10.994 -3.282 -10.234 0.3689 -0.1421 0.0317 0.12
H -9.522 -2.230 -11.972 0.3946 0.1748 -0.1359 0.10
H -10.073 -3.384 -13.212 -0.3595 0.0716 -0.2075 0.11
H -7.116 -4.964 -11.987 -0.0979 0.0164 -0.0164 0.08
H -7.355 -3.212 -12.254 0.2628 0.0257 -0.5009 0.08
H -7.997 -4.457 -13.454 0.2769 0.3428 -0.0806 0.05
C -5.021 -5.817 -14.747 0.1741 -0.4330 -0.8411 -0.09
O -5.324 -4.539 -15.304 0.0003 -0.1254 1.3796 -0.18
C -6.196 -4.460 -16.420 1.6539 0.4511 -0.5045 -0.19
C -6.434 -2.979 -16.684 -1.0905 0.0016 0.6073 -0.18
N -7.409 -2.531 -15.702 -0.5561 0.7983 0.9391 -0.08
C -7.643 -1.085 -15.786 -0.4972 -0.4717 -0.0917 -0.18
C -8.235 -0.517 -14.461 1.4467 0.1509 -1.1447 -0.17
O -7.186 -0.632 -13.479 -0.3970 -1.2243 -0.0695 -0.21
C -7.373 0.075 -12.277 -0.8438 0.9994 -0.1176 -0.12
H -4.573 -5.807 -13.754 -0.4028 0.9136 0.1703 0.08
H -4.246 -6.325 -15.321 0.0171 -0.0941 -0.5628 0.08
H -5.875 -6.493 -14.711 -0.3574 0.1357 0.0148 0.07
H -7.140 -4.987 -16.282 -0.0814 -0.0188 0.1304 0.10
H -5.665 -4.862 -17.283 -0.0943 -0.3371 -0.2353 0.10
H -6.837 -2.831 -17.686 -0.1586 -0.1452 -0.1360 0.12
H -5.602 -2.284 -16.578 0.9282 -0.6411 -0.2873 0.12
H -6.980 -2.581 -14.789 0.3109 -0.7945 0.2896 0.09
H -8.298 -0.953 -16.647 -0.3521 0.4693 0.1463 0.10
H -6.696 -0.620 -16.059 0.1588 0.6336 0.3095 0.11
H -9.174 -1.028 -14.252 0.0987 -0.2682 0.5664 0.11
H -8.453 0.538 -14.624 -0.1014 0.2363 0.0641 0.12
H -6.603 -0.051 -11.516 0.5689 -0.2678 -0.7238 0.09
H -8.282 -0.143 -11.717 -0.4801 -0.4156 -0.3436 0.08
H -7.450 1.120 -12.577 0.1412 0.4270 0.4627 0.08
C -2.172 -15.529 -14.081 -0.0323 -0.5518 -0.7803 -0.10
O -2.161 -15.861 -15.484 -0.9505 -0.8066 0.8413 -0.21
C -3.228 -16.801 -15.793 0.0866 0.4870 -0.8787 -0.20
C -4.584 -16.195 -16.166 -0.1175 0.4959 -0.1132 -0.21
N -4.612 -15.481 -17.452 1.1619 -0.9845 -0.7151 -0.04
C -3.588 -14.436 -17.532 -2.3998 1.5599 -0.1201 -0.17
C -3.863 -13.374 -18.651 0.1743 -0.6231 0.0230 -0.16
O -5.024 -12.554 -18.457 -0.3925 -0.8142 0.5959 -0.26
C -5.387 -11.677 -19.509 1.5195 0.5132 -0.2634 -0.09
H -1.826 -16.362 -13.470 0.2593 -0.2689 -0.0703 0.08
H -3.197 -15.357 -13.753 -0.0035 0.6144 0.0663 0.07
H -1.487 -14.695 -13.932 -0.3508 0.1192 -0.0080 0.09
H -3.396 -17.542 -15.011 0.2379 0.1664 0.4106 0.12
H -2.930 -17.372 -16.673 0.4270 0.0733 -0.0543 0.12
H -4.961 -15.562 -15.362 0.0659 0.3679 0.3936 0.09
H -5.276 -17.037 -16.190 -0.1002 -0.0657 -0.2657 0.12
H -5.501 -15.043 -17.647 -0.3249 -0.2171 0.4720 0.06
H -2.565 -14.805 -17.604 -0.2310 0.1051 0.0719 0.12
H -3.803 -13.853 -16.637 1.1591 0.4331 0.6386 0.11
H -3.974 -13.881 -19.609 0.3014 0.0283 -0.3238 0.11
H -2.986 -12.729 -18.602 0.1898 0.1800 -0.5070 0.12
H -6.205 -10.999 -19.270 0.0370 -0.2920 0.8205 0.08
H -5.629 -12.083 -20.492 0.0781 -0.8492 0.1649 0.07
H -4.480 -11.088 -19.643 -0.0772 0.6477 -0.5049 0.08
C -10.738 -0.893 -17.955 -0.1285 0.8356 -0.1235 -0.13
O -10.147 -1.907 -18.735 0.0110 0.1576 -0.4225 -0.22
C -10.496 -1.786 -20.119 0.4021 -1.1265 -0.1294 -0.20
C -9.718 -2.790 -20.985 1.3080 0.0263 -0.3353 -0.16
N -8.219 -2.556 -21.096 -0.9048 -0.2755 0.0582 -0.03
C -7.417 -3.675 -21.653 -0.1286 0.5649 0.3389 -0.20
C -5.921 -3.406 -21.578 -0.5077 1.8308 -0.6311 -0.25
O -5.600 -3.161 -20.237 0.9080 -0.3041 1.1848 -0.22
C -4.200 -2.855 -19.991 -1.5681 -0.6249 -0.2011 -0.05
H -11.784 -0.711 -18.205 -0.2723 -0.3263 -0.1426 0.09
H -10.240 0.058 -18.144 0.2303 0.2249 -0.0157 0.09
H -10.696 -1.076 -16.882 0.2420 -0.5510 -0.1788 0.07
H -10.395 -0.776 -20.515 0.3977 0.2594 0.2544 0.12
H -11.546 -2.053 -20.239 -0.2638 -0.0282 0.0623 0.12
H -10.156 -2.735 -21.981 0.1140 0.4215 -0.2871 0.11
H -9.949 -3.824 -20.730 0.0664 -0.0925 0.7673 0.09
H -7.848 -2.248 -20.209 -0.0106 -0.2302 0.1804 0.08
H -7.728 -3.749 -22.695 0.1560 -0.4459 -0.0651 0.12
H -7.496 -4.634 -21.140 -0.8491 -0.3028 0.1518 0.09
H -5.751 -2.481 -22.129 0.1845 0.3823 -0.2717 0.12
H -5.300 -4.142 -22.089 -0.0508 -0.6359 0.3460 0.11
H -3.987 -1.888 -20.447 0.4568 -0.1363 -0.1662 0.09
H -3.631 -3.711 -20.353 0.4717 0.2783 -0.3663 0.07
H -4.032 -2.809 -18.915 -0.3051 0.1436 -0.0083 0.08
C -8.579 -15.030 -14.670 -0.3454 0.3161 -0.1237 -0.10
O -8.481 -14.795 -13.276 -1.0979 -1.0691 -0.5128 -0.17
C -7.358 -14.096 -12.864 -0.7008 0.5968 -0.3235 -0.24
C -7.562 -13.666 -11.422 0.9633 -0.9125 -0.4485 -0.20
N -7.569 -14.836 -10.552 -0.1601 -0.0912 -0.1347 -0.05
C -7.713 -14.451 -9.168 -0.6292 -0.1183 -0.2137 -0.21
C -9.160 -14.012 -8.895 0.4301 0.3727 0.3093 -0.24
O -10.139 -15.020 -9.108 0.6456 0.5355 0.1666 -0.17
C -11.434 -14.474 -9.373 0.7268 -0.4990 0.5431 -0.08
H -9.143 -14.226 -15.142 0.1221 0.4340 -0.0911 0.06
H -9.169 -15.918 -14.897 0.0956 -0.2826 0.5424 0.08
H -7.634 -15.105 -15.207 0.2730 0.0392 0.2386 0.07
H -7.255 -13.211 -13.492 0.2818 0.4052 -0.1004 0.11
H -6.488 -14.728 -13.045 0.5693 -0.0137 0.3866 0.12
H -8.464 -13.067 -11.300 -0.0009 -0.1217 -0.1950 0.11
H -6.691 -13.056 -11.184 0.1562 0.5996 0.1979 0.09
H -6.700 -15.326 -10.704 0.0312 -0.1894 0.0725 0.11
H -7.034 -13.626 -8.952 -0.0657 0.6984 0.3065 0.10
H -7.379 -15.221 -8.472 -0.3547 -0.4282 -0.2212 0.12
H -9.387 -13.095 -9.439 -0.0679 -0.1443 -0.8516 0.09
H -9.162 -13.578 -7.896 -0.3006 -0.5475 0.7968 0.11
H -12.151 -15.100 -8.843 -0.1153 0.0845 -0.0503 0.08
H -11.642 -14.516 -10.442 -0.0078 0.2837 -0.0789 0.08
H -11.453 -13.467 -8.956 -0.4769 0.1575 -0.2528 0.07
C -4.396 -11.992 -13.917 0.5188 -0.5156 -1.2055 -0.04
C -4.195 -10.563 -14.442 1.6597 -0.5184 0.7223 -0.40
C -3.739 -10.507 -15.939 -0.0773 0.9743 0.0350 -0.13
O -3.423 -9.146 -16.348 -0.0922 -0.1314 0.4177 -0.21
C -3.054 -8.948 -17.727 -0.7547 0.1691 1.2095 -0.09
N -5.387 -9.837 -14.149 -1.4305 0.7978 -1.2375 0.07
H -3.477 -12.578 -13.924 0.2869 0.1561 0.0166 0.07
H -5.040 -12.510 -14.627 -0.4439 -0.1384 0.1712 0.07
H -4.801 -12.075 -12.908 -0.1794 0.4188 -0.0888 0.07
H -3.418 -10.111 -13.827 0.7539 -0.0108 -0.2121 0.13
H -4.540 -10.903 -16.563 -0.1240 -0.1241 -0.1867 0.10
H -2.816 -11.053 -16.133 -0.0925 -0.6324 0.4223 0.13
H -2.943 -7.870 -17.846 -0.2652 0.0435 0.0416 0.08
H -3.881 -9.303 -18.341 0.2330 -0.0606 -0.4420 0.07
H -2.078 -9.345 -18.007 -0.0215 -0.6369 0.1274 0.08
H -5.516 -9.657 -13.163 0.1373 -0.0460 0.0370 0.05
H -5.320 -8.933 -14.594 -0.0518 0.3619 0.0223 0.07
C -9.717 -5.921 -15.344 -1.1097 -0.4122 0.4038 -0.03
C -10.076 -5.189 -16.645 1.3256 -1.0790 0.0237 -0.44
C -11.201 -5.808 -17.469 0.3061 -0.1722 -0.2039 -0.15
O -11.115 -5.544 -18.890 0.6608 -0.4877 0.4161 -0.18
C -10.326 -6.522 -19.569 0.0799 0.7182 -0.7364 -0.11
N -10.158 -3.777 -16.452 -1.2617 0.2640 0.2520 0.07
H -8.749 -5.633 -14.936 -0.0265 0.1079 -0.2098 0.05
H -9.748 -7.008 -15.417 0.3606 -0.1634 -0.5362 0.07
H -10.456 -5.766 -14.558 -0.1338 0.5723 0.1328 0.06
H -9.167 -5.313 -17.233 0.2476 -0.7608 -0.7039 0.11
H -12.190 -5.461 -17.171 0.0288 0.0744 0.1846 0.13
H -11.115 -6.884 -17.315 -0.3547 -0.2481 -0.0006 0.10
H -9.267 -6.544 -19.314 0.0671 -0.1753 0.9934 0.07
H -10.213 -6.234 -20.614 -0.6974 0.2114 -0.2058 0.08
H -10.778 -7.513 -19.555 0.0530 -0.0824 0.2994 0.06
H -9.256 -3.490 -16.100 0.2831 0.5873 0.0331 0.03
H -10.265 -3.438 -17.397 0.1035 0.7856 -0.0416 0.05
C -8.272 -14.588 -23.462 0.1148 -0.1439 0.2297 -0.05
C -7.428 -13.338 -23.260 1.0943 -1.4598 1.0580 -0.44
C -5.891 -13.672 -23.011 -1.4720 -0.0159 0.5870 -0.16
O -5.164 -12.467 -22.748 -0.6494 -1.0289 -0.4171 -0.24
C -3.787 -12.618 -22.981 0.5264 1.0936 0.2051 -0.11
N -7.607 -12.516 -24.407 0.7276 0.6028 -0.6526 0.04
H -8.180 -14.895 -24.504 0.0744 -0.4469 0.0672 0.08
H -9.329 -14.394 -23.281 0.0312 0.2206 -0.0558 0.06
H -7.996 -15.376 -22.761 0.1354 -0.1844 -0.2154 0.08
H -7.824 -12.879 -22.355 0.2460 0.5248 0.1251 0.13
H -5.431 -14.245 -23.816 -0.1202 0.2524 -0.6127 0.12
H -5.843 -14.359 -22.165 0.1238 0.0974 0.4820 0.11
H -3.370 -11.644 -22.726 0.2190 0.0506 -0.1377 0.08
H -3.557 -12.823 -24.026 -0.0994 -0.1704 -0.1312 0.09
H -3.270 -13.334 -22.341 -0.3334 -0.3966 0.1241 0.09
H -6.847 -11.853 -24.369 -0.0167 0.9114 -0.0156 0.07
H -7.276 -13.098 -25.164 -0.3899 -0.1790 -0.6941 0.09
C -11.395 -9.483 -22.402 -0.9838 0.3484 0.5305 -0.07
C -10.602 -10.739 -22.745 -1.3106 0.1374 0.6379 -0.41
C -11.487 -11.921 -23.316 1.3784 1.8165 -1.4232 -0.20
O -12.468 -12.374 -22.454 -1.3023 0.0102 1.0738 -0.19
C -12.374 -13.741 -22.116 0.9359 -0.4836 -0.9976 -0.10
N -9.538 -10.287 -23.622 0.3237 -1.0157 -0.2762 0.05
H -10.842 -8.811 -21.746 0.4416 -0.0259 -0.0746 0.06
H -12.325 -9.634 -21.854 -0.0842 -0.5743 0.1245 0.05
H -11.705 -8.882 -23.258 0.3286 -0.2487 -0.3936 0.08
H -10.224 -11.134 -21.801 0.2151 -0.1688 0.4039 0.12
H -10.807 -12.682 -23.700 0.1107 -0.4703 0.4279 0.10
H -11.960 -11.560 -24.229 -0.2608 0.2449 -0.1524 0.13
H -11.426 -13.859 -21.593 -0.1304 -0.6028 0.3703 0.08
H -12.366 -14.332 -23.032 0.4978 -0.0984 -0.4072 0.08
H -13.218 -14.228 -21.628 -0.1903 1.1085 0.7128 0.09
H -8.874 -9.754 -23.078 -0.1255 0.7564 0.3547 0.04
H -8.942 -11.085 -23.789 -0.0513 -0.4607 -0.8002 0.01
C -14.893 -5.748 -10.199 -0.0741 -0.2101 -0.2632 -0.04
C -15.550 -6.371 -11.411 2.9945 -0.4876 0.0319 -0.48
C -14.876 -7.737 -11.858 -0.8910 1.5669 0.0424 -0.17
O -13.481 -7.656 -12.084 0.3495 0.4173 -0.4101 -0.22
C -12.985 -6.653 -13.026 -0.6955 -0.7098 0.9719 -0.05
N -16.912 -6.578 -11.137 -1.7544 -0.5453 -0.7996 0.04
H -13.846 -5.523 -10.400 0.0072 -0.0160 0.2433 0.06
H -14.993 -6.415 -9.343 0.1650 0.1012 0.0962 0.09
H -15.452 -4.828 -10.030 0.2432 0.2017 0.3167 0.06
H -15.399 -5.656 -12.221 0.0932 0.1164 -0.4829 0.12
H -15.403 -8.082 -12.748 0.0058 0.0545 -0.5576 0.11
H -15.110 -8.509 -11.125 0.5081 0.0814 0.3390 0.12
H -12.915 -5.674 -12.553 0.0393 0.0184 0.1568 0.06
H -13.642 -6.534 -13.887 -0.0151 -0.2927 -0.1674 0.09
H -11.987 -6.982 -13.318 -0.1569 -0.0220 -0.0646 0.08
H -17.259 -6.832 -12.050 -0.8325 -0.6844 -0.1262 0.08
H -17.373 -5.686 -11.024 -0.0069 0.3376 0.5387 0.08
C -7.422 -14.679 -19.504 -0.2261 -1.4599 -1.0154 -0.05
C -8.189 -13.855 -18.564 -0.7088 1.4158 1.0457 -0.44
C -9.507 -14.517 -18.118 1.1610 -0.4272 -0.9693 -0.17
O -10.379 -14.735 -19.226 0.2666 1.3263 0.3403 -0.20
C -11.436 -15.563 -18.826 -0.0228 -0.2410 -0.3128 -0.11
N -7.348 -13.530 -17.421 -0.3826 -0.7405 0.4356 0.08
H -6.413 -14.321 -19.708 -0.1732 0.2127 -0.1967 0.06
H -8.043 -14.782 -20.393 0.3987 0.0568 -0.4390 0.07
H -7.330 -15.698 -19.128 0.1978 -0.1530 0.2241 0.09
H -8.423 -12.904 -19.044 -0.5254 0.1445 -0.5490 0.12
H -9.942 -13.955 -17.292 -0.4137 0.0623 -0.0511 0.12
H -9.220 -15.519 -17.797 0.0681 -0.1906 0.7215 0.12
H -11.951 -15.199 -17.937 0.0272 0.0673 0.2130 0.07
H -10.989 -16.541 -18.646 -0.4222 -0.4500 0.2273 0.09
H -12.163 -15.619 -19.637 0.0979 -0.0672 -0.0646 0.08
H -6.483 -13.175 -17.804 0.1057 0.0173 0.2472 0.02
H -7.720 -12.756 -16.889 -0.1613 0.0160 0.2660 0.04
C -13.392 -16.996 -15.129 -2.8182 0.5394 -1.5109 -0.09
C -12.151 -16.303 -14.771 0.4238 -0.1400 -0.2970 -0.49
C -12.303 -14.829 -14.431 0.0308 0.0537 -1.1766 -0.16
O -12.824 -14.217 -15.646 -0.0088 0.8556 1.7035 -0.20
C -13.156 -12.813 -15.497 -0.3414 -1.2377 -1.1705 -0.07
N -11.640 -17.013 -13.641 1.1650 -0.4408 1.6371 0.05
H -13.349 -18.063 -15.351 0.5752 0.0270 0.1108 0.09
H -13.867 -16.521 -15.988 -0.0507 -0.0331 -0.3246 0.08
H -14.150 -16.862 -14.358 -0.0020 -0.1049 0.4164 0.09
H -11.512 -16.295 -15.654 0.5741 -0.3476 0.1674 0.13
H -11.313 -14.430 -14.211 0.1746 0.1049 0.0133 0.10
H -12.892 -14.674 -13.527 -0.6057 0.1151 -0.1249 0.13
H -13.407 -12.531 -16.520 0.4266 0.3389 0.0474 0.06
H -12.339 -12.209 -15.100 0.0860 -0.0652 0.0618 0.08
H -14.095 -12.649 -14.970 0.1181 -0.2098 0.6658 0.09
H -12.445 -17.358 -13.137 -0.1959 0.3400 0.5015 0.07
H -11.186 -17.896 -13.828 0.5212 0.1827 -0.6522 0.08
C -12.567 -11.776 -18.953 -0.0726 -0.5547 0.5909 -0.04
C -13.642 -10.714 -18.615 1.6187 -0.5008 -1.0101 -0.39
C -13.025 -9.369 -18.201 0.3287 0.2342 -0.2042 -0.22
O -12.457 -9.387 -16.921 -0.0098 -0.9916 1.0940 -0.20
C -13.419 -9.344 -15.853 0.1417 0.1525 -0.8690 -0.08
N -14.420 -10.562 -19.839 -1.0591 1.3181 0.3579 0.05
H -11.674 -11.771 -18.329 0.0407 0.2942 0.0481 0.07
H -12.300 -11.778 -20.009 0.2538 0.5281 0.0648 0.06
H -12.987 -12.772 -18.819 -0.2027 -0.1616 0.1547 0.07
H -14.212 -11.050 -17.749 -0.4470 -0.1418 -0.2665 0.10
H -13.696 -8.511 -18.248 -0.8414 -0.0853 -0.1265 0.13
H -12.218 -9.061 -18.866 0.2190 -0.4195 -0.2678 0.11
H -12.959 -9.725 -14.941 0.2558 0.6864 0.0457 0.08
H -14.306 -9.967 -15.970 0.0095 -0.2966 -0.5515 0.08
H -13.786 -8.318 -15.865 0.0000 0.1849 0.8631 0.08
H -14.305 -9.593 -20.096 -0.5065 0.1902 -0.3682 0.05
H -14.139 -11.080 -20.659 0.4177 -0.4247 0.3646 0.05
C -5.229 -8.787 -23.685 -0.0296 -0.2231 1.1789 -0.04
C -5.518 -8.896 -22.130 -0.8253 0.7983 -1.4224 -0.35
C -5.822 -7.508 -21.384 0.3836 -2.6227 -0.9919 -0.16
O -5.646 -7.798 -20.013 0.0688 0.5390 -0.3747 -0.19
C -5.718 -6.601 -19.307 0.9148 0.1993 1.6155 -0.15
N -6.670 -9.795 -21.956 -0.3675 0.2890 0.0688 0.06
H -4.389 -8.115 -23.862 -0.1320 0.1664 -0.1039 0.07
H -6.088 -8.556 -24.315 -0.1505 0.4866 0.3632 0.08
H -4.925 -9.771 -24.043 0.1861 -0.2067 0.1586 0.05
H -4.662 -9.435 -21.725 0.5406 0.7598 0.4621 0.11
H -6.866 -7.228 -21.522 -0.2026 -0.0073 -0.4408 0.12
H -5.182 -6.690 -21.714 0.3303 -0.0563 -0.0455 0.10
H -6.656 -6.049 -19.350 -0.4433 -0.3308 -0.0620 0.08
H -4.951 -5.871 -19.565 0.2886 0.0537 -0.6761 0.08
H -5.446 -6.861 -18.283 -0.5229 0.0525 0.2563 0.07
H -6.800 -9.979 -20.972 -0.1717 0.2867 0.3042 0.05
H -6.426 -10.705 -22.320 0.1529 -0.1573 -0.3110 0.03
```
Positions in Å, forces in eV/Å.